13
Properties=species:S:1:pos:R:3:forces:R:3 method="wB97M-V/def2-TZVPD" relative_energy_kj_mol=396.0 lumo_ev=-0.244 charge=0 orbital_gap_ev=8.816 e_tot_ha=-344.45108
C 1.20941 -1.65451 0.61937 -0.5 -0.5 -0.3
C 0.97837 -0.22939 0.46389 -0.2 1.3 -0.4
C 0.39565 2.59314 -0.51327 0.9 -0.4 -0.4
C -0.14144 0.31298 -0.05019 0.7 -1.4 0.3
C -1.35682 -0.42335 -0.52027 0.1 0.1 0.0
O 2.21929 -2.14306 1.05901 0.1 0.1 0.1
O -0.36632 1.66730 -0.01586 -0.8 1.0 0.5
H 0.36808 -2.29994 0.30159 0.1 -0.1 0.0
H 1.78006 0.42768 0.77781 0.0 0.1 0.1
H -0.08085 3.55341 -0.21885 -0.3 -0.3 0.1
H -1.87840 0.17067 -1.26567 0.0 0.0 -0.1
H -2.03379 -0.59295 0.31781 -0.1 0.0 0.0
H -1.09323 -1.38198 -0.95536 0.0 0.0 0.0